(1)
The following is a quantum chemistry calculation of C37H33GeKO2P2 as an isolated structure, from the Open Molecules 2025 dataset.

As for the charge: +2. The energy relative to the best compared isomer or geometry (same formula, charge and spin) is 5.03 kcal per mole. The orbital gap is 6.59 eV. As for the calculated total energy: -4939.3903 hartree.

Last column: Mulliken charge in e.
CARTESIAN COORDINATES (ANGSTROEM)
K -0.39233 0.42729 2.70351  1.17
O -1.13296 -1.28891 1.14025  -0.95
P -0.60486 -2.16210 0.04732  1.63
C 1.05674 -1.64619 -0.54409  -1.40
P 2.07241 -0.52973 0.46720  0.96
O 1.33326 0.68413 0.93664  -0.82
C 2.70154 -1.51746 1.84061  0.85
C 2.27473 -1.41036 3.16245  -0.17
C 2.81235 -2.23583 4.14366  -0.77
C 3.76931 -3.18634 3.82086  -0.53
C 4.19755 -3.30710 2.50776  -0.83
C 3.67278 -2.47411 1.53379  -0.34
C 3.50131 -0.15618 -0.55171  0.31
C 4.51289 0.59211 0.05274  -0.59
C 5.64372 0.94491 -0.66256  -0.72
C 5.77670 0.55051 -1.98827  -0.47
C 4.77684 -0.19422 -2.59548  -0.77
C 3.64135 -0.54760 -1.88058  -0.05
C -0.45753 -3.89225 0.49219  0.21
C 0.43063 -4.27165 1.49972  0.26
C 0.52177 -5.59908 1.87995  -0.82
C -0.27211 -6.55814 1.26185  -0.51
C -1.16062 -6.18692 0.26486  -0.80
C -1.25556 -4.85669 -0.11983  -0.37
C -1.64895 -2.04916 -1.41446  0.12
C -2.92476 -1.51617 -1.26160  -0.79
C -3.78256 -1.44795 -2.35145  -0.72
C -3.36773 -1.90709 -3.59310  -0.55
C -2.09306 -2.43919 -3.75041  -0.84
C -1.23807 -2.51456 -2.66326  0.09
H 0.88895 -1.12524 -1.49078  0.82
H 1.64284 -2.54286 -0.76274  0.71
H 1.52886 -0.71728 3.53507  -0.10
H 2.47290 -2.13451 5.16578  0.41
H 4.18246 -3.82305 4.59142  0.45
H 4.94861 -4.03802 2.24095  0.45
H 4.03913 -2.56559 0.51761  0.43
H 4.42417 0.89679 1.08935  0.37
H 6.42476 1.52098 -0.18542  0.43
H 6.66452 0.82165 -2.54326  0.41
H 4.88274 -0.50548 -3.62579  0.43
H 2.88279 -1.13665 -2.37855  0.37
H 1.05484 -3.54146 2.00119  0.13
H 1.21130 -5.88916 2.66147  0.46
H -0.19719 -7.59460 1.56231  0.40
H -1.78345 -6.92968 -0.21441  0.43
H -1.95748 -4.58047 -0.89570  0.33
H -3.24888 -1.17228 -0.28767  0.42
H -4.78229 -1.05383 -2.22290  0.52
H -4.04143 -1.86548 -4.43882  0.45
H -1.77269 -2.80670 -4.71581  0.44
H -0.25568 -2.95428 -2.79539  0.46
Ge -1.74476 3.94667 -0.25472  1.08
C -1.22983 5.27595 0.96097  0.53
C 0.12856 5.30389 1.31646  -0.43
C 0.60905 6.29035 2.15740  -0.73
C -0.26232 7.25141 2.65577  -0.34
C -1.61370 7.23282 2.31790  -0.82
C -2.09658 6.25597 1.47179  -0.06
C -3.37132 3.64236 -1.12796  0.60
C -3.39914 2.59453 -2.06267  -0.45
C -4.54316 2.34632 -2.79684  -0.64
C -5.67028 3.13500 -2.59883  -0.45
C -5.66098 4.17126 -1.66829  -0.83
C -4.51853 4.43003 -0.93941  -0.07
H -0.63356 2.94131 -0.55135  -0.18
H 0.81281 4.55438 0.93255  0.39
H 1.65673 6.31531 2.42217  0.41
H 0.11084 8.02552 3.31307  0.41
H -2.28121 7.98554 2.71337  0.42
H -3.14732 6.25671 1.21377  0.28
H -2.52725 1.96785 -2.21682  0.33
H -4.55708 1.54486 -3.52205  0.49
H -6.56702 2.94579 -3.17390  0.41
H -6.54524 4.77562 -1.52241  0.42
H -4.52328 5.24374 -0.22644  0.25



(2)
The following is a quantum chemistry calculation of C20H45N2OP3SY as an isolated structure in a non-equilibrium geometry, from the Open Molecules 2025 dataset.

As for the charge: +3. The energy relative to the best compared isomer or geometry (same formula, charge and spin) is 0.00 kcal per mole. The orbital gap is 7.51 eV. As for the calculated total energy: -2433.5064 hartree.

Last column: Mulliken charge in e.
CARTESIAN COORDINATES (ANGSTROEM)
Y 0.05605 0.46192 -0.31058  -0.09
P 0.02850 -2.05841 1.31701  1.01
P 2.70830 0.58280 -0.09254  1.47
P -0.41232 -1.60080 -2.21397  1.14
H -2.55201 2.76118 -0.52612  0.35
C -3.08956 1.83252 -0.76945  -0.55
C -3.53275 1.00548 0.18376  -0.61
H -3.61643 1.29469 1.24223  0.32
C 0.10180 -2.16875 3.14839  -1.38
C 1.46632 -3.17510 1.03911  -1.19
C -1.38381 -3.23250 1.19924  -1.34
C 3.29349 2.19733 -0.72519  -1.48
C 3.35047 0.49252 1.62663  -1.18
C 3.79742 -0.66248 -0.85166  -1.25
C -2.20324 -2.01979 -2.21458  -1.27
C 0.21866 -3.32396 -2.19575  -1.49
C -0.08927 -1.17297 -3.94150  -1.31
H -3.13266 1.59800 -1.83253  0.33
H -3.59936 -0.07354 -0.00962  0.40
H -0.78886 -1.73009 3.62257  0.20
H 0.99678 -1.66547 3.52667  0.45
H 0.15474 -3.23551 3.42259  0.64
H 2.41537 -2.66092 1.24447  0.30
H 1.49286 -3.54627 0.01148  0.24
H 1.37869 -4.03522 1.71969  0.49
H -2.27501 -2.74241 1.60998  0.37
H -1.16517 -4.12070 1.81001  0.46
H -1.62415 -3.53102 0.17659  0.27
H 4.36529 2.24916 -0.48333  0.53
H 2.79301 3.02709 -0.20079  0.46
H 3.19489 2.34271 -1.81210  0.45
H 4.33630 0.96398 1.61738  0.49
H 3.45075 -0.56197 1.92337  0.39
H 2.69395 1.03640 2.32108  0.22
H 4.82672 -0.28292 -0.79478  0.44
H 3.52928 -0.80370 -1.90927  0.39
H 3.74660 -1.60476 -0.28307  0.36
H -2.54377 -2.22926 -3.23953  0.44
H -2.79746 -1.18797 -1.81685  0.24
H -2.37927 -2.88648 -1.56716  0.45
H 0.02342 -3.80350 -3.16796  0.50
H -0.26026 -3.89400 -1.39188  0.47
H 1.30594 -3.31313 -2.05950  0.37
H -0.33678 -2.00735 -4.61368  0.50
H 0.97473 -0.95510 -4.04507  0.42
H -0.64636 -0.26700 -4.19435  0.34
C -0.10613 2.88122 -2.91622  1.21
C 0.86156 3.82879 -3.21375  -0.70
C 0.99497 4.23323 -4.54409  -0.69
C 0.13125 3.70270 -5.52877  -0.64
C -0.95905 2.90246 -5.14998  -0.80
C -1.05494 2.43621 -3.82064  -0.15
O 0.03287 2.23676 -1.65812  -0.53
H 0.88549 2.56883 -1.21398  0.15
H 1.51460 4.15016 -2.40828  0.58
H 1.83218 4.87865 -4.83269  0.41
H 0.27448 4.00642 -6.56541  0.42
H -1.66289 2.57921 -5.92824  0.41
H -1.86673 1.77351 -3.52070  0.24
C -0.39323 0.26776 5.99247  -0.87
N -0.18147 1.05610 4.76338  -0.08
C -0.81871 0.88441 3.59488  0.46
S -0.14898 1.52193 2.11533  -0.49
N -2.00191 0.20364 3.56065  0.15
C -2.96918 0.16808 4.67322  -1.12
H -1.31300 0.56740 6.52027  0.32
H 0.44990 0.48649 6.65812  0.37
H -0.42569 -0.82027 5.79620  0.31
H 0.70958 1.55897 4.67593  0.31
H -2.39303 0.19612 2.61461  -0.15
H -2.91410 1.07764 5.28960  0.40
H -3.97584 0.07155 4.23851  0.37
H -2.77387 -0.71065 5.30825  0.35



(3)
The following is a quantum chemistry calculation of C11H8BrNO7PtS2 as an isolated structure in a non-equilibrium geometry, from the Open Molecules 2025 dataset.

As for the charge: +2. The orbital gap (spin up / spin down) is 4.24 / 4.23 eV. As for the calculated total energy: -4494.2534 hartree.

Last column: natural (NBO) charge in e.
CARTESIAN COORDINATES (ANGSTROEM)
Pt -0.48209 -0.60484 -0.30274  1.49
O -2.90987 -5.73350 -2.59666  -0.55
C -2.51102 -4.64019 -2.02697  0.48
C -3.34916 -3.74120 -1.32768  -0.30
C -2.81916 -2.59925 -0.80282  0.11
N -1.49743 -2.29702 -0.92887  -0.66
C -0.70145 -3.17346 -1.57661  0.16
Br 1.09529 -2.54467 -1.61017  0.37
C -1.12815 -4.33200 -2.12679  -0.29
H -3.85862 -5.92252 -2.52518  0.53
H -4.40794 -3.93499 -1.21529  0.28
H -3.43447 -1.88688 -0.27143  0.26
H -0.45724 -5.00680 -2.64247  0.29
O -0.03998 0.75144 2.94250  -0.85
S 1.21056 0.55769 2.28732  2.36
O 2.31257 0.03398 3.01642  -0.78
O 1.09356 -0.28305 1.02515  -0.78
C 1.70980 2.21609 1.65288  -0.20
C 2.74795 2.82376 2.32450  -0.20
C 3.18306 4.07166 1.86482  -0.11
C 2.56788 4.67974 0.78108  -0.18
C 1.52617 4.06160 0.11427  -0.13
C 1.08265 2.81774 0.57943  -0.41
S -0.29390 2.12603 -0.31288  2.35
O -1.08265 1.22873 0.59974  -0.78
O -1.00248 3.17816 -0.92815  -0.77
O 0.30088 1.09125 -1.25677  -0.73
H 3.21783 2.33440 3.16377  0.27
H 4.01361 4.54828 2.36815  0.26
H 2.88398 5.66413 0.46345  0.26
H 1.02984 4.51565 -0.73201  0.26



- Which formula does entry 3 have?
  C11H8BrNO7PtS2